ORCA calculation (wB97M-V/def2-TZVPD) on a cluster of 6 separate species, C48H92BrF2INO11S5 in total in a non-equilibrium geometry.

Cartesian coordinates (Å):
I (0.2634, -5.8606, 0.0815)
Br (-2.5623, -4.9145, -0.3271)
S (-0.5726, -2.7392, -7.7235)
S (-8.6348, 5.3212, 6.1002)
S (6.3422, 2.3995, -1.1240)
S (9.4618, 0.4151, 2.9555)
S (-3.8741, 3.6329, 4.7598)
F (4.0972, 0.3287, 1.7482)
F (3.2908, -1.0009, -3.9022)
O (-3.5111, 3.6269, 3.3629)
O (7.0434, 1.3252, -0.4591)
O (10.2950, -0.7488, 3.1511)
O (-4.3219, 2.4366, 5.4358)
O (1.0800, -4.6062, -2.6100)
O (5.9707, 3.6137, -0.4380)
O (-7.8223, 4.1421, 6.2958)
O (-8.0678, 6.5851, 5.6872)
O (10.0033, 1.6830, 2.5238)
O (0.0364, -3.9809, -7.2984)
O (-1.4362, -1.9727, -6.8538)
N (0.6540, -1.0419, -1.4045)
C (-2.5428, 4.3628, 5.7106)
C (-4.5917, 5.5865, 6.3436)
C (-1.0475, -1.7941, -10.1171)
C (-1.4087, -3.2761, -0.1780)
C (7.0207, 0.4381, 4.0153)
C (-1.4177, -3.0069, -9.2716)
C (6.6503, 1.8974, -3.6750)
C (-0.4072, 1.0563, -2.4658)
C (-3.0805, 0.1891, 3.0060)
C (-3.3574, 0.8712, 1.8283)
C (-1.7201, -2.5476, 1.1907)
C (-2.1379, -3.5718, 2.3567)
C (7.2323, 2.8216, -2.6118)
C (1.1357, -6.3410, -4.3621)
C (-3.0697, 5.7081, 6.2170)
C (-11.0811, 4.4052, 5.9328)
C (2.8397, -3.7147, 2.2639)
C (8.1053, -0.0308, 1.8854)
C (-0.4642, 3.1228, -0.7947)
C (1.2306, -2.8945, 0.3030)
C (0.2212, -5.3790, -3.4755)
C (0.6939, -1.6516, -8.3733)
C (0.2094, -7.4009, -5.0964)
C (-9.9809, 4.9052, 5.0045)
C (0.9170, 0.3604, -1.8704)
C (-11.0913, 5.3690, 7.1223)
C (0.1063, -3.7199, -0.4312)
C (2.7550, -0.8777, 0.0855)
C (-1.2406, 1.8397, -1.3836)
C (-1.7697, 0.3106, 3.8827)
C (-4.1790, -0.8493, 3.4895)
C (5.1364, 1.8996, -3.4452)
C (8.4765, 0.6652, 4.4307)
C (0.3752, -3.5157, -2.0202)
C (2.8728, -3.0823, -5.1438)
C (0.4480, -1.5636, -9.8821)
C (2.8690, 0.4001, 1.0371)
C (4.9012, 1.7180, -1.9432)
C (1.1043, -2.1144, -2.3286)
C (-5.0631, 4.9289, 5.0542)
C (7.0274, -0.5370, 2.8354)
C (-2.3326, 1.7711, 1.0362)
C (-9.6385, 5.5707, 7.5617)
C (1.3919, -3.1822, 1.8674)
C (1.2139, -1.3197, -0.0253)
C (2.3011, -1.6794, -4.6572)
C (-1.8666, 0.9177, -0.2440)
C (0.9212, -1.8424, -3.8678)
H (0.1159, 2.7426, 0.0985)
H (-1.6129, -0.9189, -9.7839)
H (7.0419, 0.8842, -3.5451)
H (1.7366, 0.4421, -2.6304)
H (-3.2276, -3.8390, 2.2712)
H (-2.8221, 0.4596, -0.6473)
H (-2.3084, 3.6886, 6.5351)
H (-5.0106, 5.6257, 4.2155)
H (-2.8262, 6.4939, 5.4961)
H (-1.4086, 1.8889, 1.6802)
H (-0.8120, 0.2110, 3.3021)
H (-2.0198, -3.0670, 3.3626)
H (0.1920, 3.5530, -1.5955)
H (-11.7016, 4.9905, 7.9435)
H (1.5991, -5.6980, -5.1624)
H (6.0552, -0.5863, 2.3461)
H (-0.6136, -3.4497, -2.5754)
H (7.0207, 3.8674, -2.8404)
H (3.3868, -1.6635, 0.5827)
H (4.0111, 2.2498, -1.6065)
H (8.7979, -0.0613, 5.1774)
H (0.5822, -0.6790, -7.8920)
H (8.3007, 2.6801, -2.4565)
H (-0.5586, -5.9397, -2.8904)
H (2.7349, -3.8941, -4.3814)
H (-1.8083, 1.2469, 4.5180)
H (-9.6542, 4.1578, 4.2829)
H (2.7766, 1.3707, 0.4822)
H (-2.6426, -1.9103, 1.0307)
H (1.2813, -2.1677, 2.3713)
H (4.6392, 1.1153, -4.0193)
H (1.6762, -2.0668, -8.1481)
H (0.4417, -2.7572, -4.3344)
H (3.2189, -0.6866, -0.9227)
H (-2.7634, 2.7665, 0.7525)
H (2.2102, -3.2548, -0.1446)
H (2.0738, 0.3898, 1.8445)
H (-1.0326, 0.2318, -2.9335)
H (-12.0474, 4.3744, 5.4279)
H (-1.4711, -4.4731, 2.3201)
H (2.2059, -2.3310, -2.1703)
H (-1.7833, -0.5454, 4.6226)
H (3.2958, -2.9664, 2.9837)
H (-1.6686, 4.4859, 5.0718)
H (-0.3797, -1.1147, -1.3512)
H (3.9814, -3.0065, -5.3647)
H (-3.7160, -1.8217, 3.8304)
H (8.4316, -0.7800, 1.1657)
H (-4.3825, 0.7431, 1.3763)
H (-1.2627, 3.8261, -0.4479)
H (-5.0647, 6.5577, 6.4929)
H (-2.6055, 5.9800, 7.1664)
H (-1.1685, 0.1248, 0.1411)
H (-0.7691, -7.5560, -4.5641)
H (4.7201, 2.8578, -3.7700)
H (-2.1335, 2.2785, -1.9316)
H (2.0639, -1.1104, -5.6005)
H (-9.4696, 6.5754, 7.9470)
H (6.9076, 2.2321, -4.6805)
H (-4.7472, -0.3940, 4.3452)
H (6.4279, 0.0589, 4.8498)
H (0.5614, -3.8163, 2.2662)
H (-0.0942, 1.7386, -3.3010)
H (-4.8924, -1.1030, 2.6517)
H (7.7805, 0.8673, 1.3694)
H (0.6667, -0.7708, 0.7840)
H (2.3613, -3.4063, -6.0945)
H (0.7591, -8.3730, -5.2145)
H (4.8287, 0.6633, -1.6742)
H (-1.2711, -1.9584, -11.1716)
H (7.2806, -1.5420, 3.1884)
H (1.0212, -2.3414, -10.3944)
H (-6.0635, 4.5056, 5.1292)
H (6.5750, 1.3863, 3.7008)
H (-11.5183, 6.3266, 6.8111)
H (1.8912, -6.8696, -3.7251)
H (2.7666, -4.6794, 2.8438)
H (-9.3390, 4.8321, 8.3058)
H (-4.8420, 4.9529, 7.1998)
H (-2.4886, -3.1002, -9.0978)
H (-10.8479, 3.3940, 6.2789)
H (-10.2848, 5.8181, 4.4895)
H (0.7757, -0.6016, -10.2785)
H (-1.7988, -2.6081, -1.0099)
H (-0.9147, -1.8653, 1.5694)
H (8.6370, 1.6759, 4.8036)
H (1.2187, 1.0465, -1.0203)
H (0.2603, -0.9804, -4.1429)
H (3.5509, -3.7846, 1.3991)
H (-0.0453, -7.0155, -6.1278)
H (-1.0264, -3.9267, -9.7096)
H (-0.3453, -4.7439, -4.2297)

Atomic forces in eV per Å
1.9408 0.5461 0.1729
-1.1455 1.7455 -0.7218
-0.0918 -0.2162 -0.4261
-0.4455 0.2936 -0.0633
0.2159 0.5177 -0.0219
-0.0719 0.0856 -0.2962
-0.3834 0.4149 0.2005
-1.0946 0.3424 -1.0357
-0.8911 -0.2068 -0.3167
0.0811 -0.3129 -0.1410
-0.3795 0.2969 -0.2193
0.0931 0.2812 -0.0178
0.2347 -0.1162 -0.3293
-0.6830 1.4428 -0.2016
0.0626 -0.4511 0.1541
0.0924 0.2191 -0.0269
0.3555 -0.3725 0.0644
0.2097 -0.3399 0.1192
-0.1300 0.2420 0.4519
0.2538 -0.2171 0.2656
-0.2826 0.1566 0.5276
0.4457 0.2092 0.2767
0.0499 -0.0247 0.1419
0.0004 0.1600 0.0242
0.0718 0.4296 0.7362
-0.1797 0.0488 -0.0086
-0.2112 0.0274 -0.3845
-0.0045 -0.1252 -0.0104
0.2160 -0.8438 0.3267
-0.7023 0.0401 -1.6730
1.0721 -0.3755 1.3641
-1.5817 -0.7507 0.6490
0.4285 0.8600 0.1493
0.1801 -0.0337 -0.4269
-1.3132 0.1529 0.2049
-0.0143 0.1844 0.0421
-0.0357 -0.1100 0.1018
-0.3084 0.4773 0.9380
-0.2560 -0.1875 0.1240
-0.5483 -1.8087 -0.0744
0.2133 -0.6945 0.0092
0.3060 -1.0848 -1.5373
0.4028 0.3102 -0.1802
0.1741 0.4434 -0.4083
-0.3594 -0.1869 -0.2119
-0.4712 2.8161 -0.6179
-0.1740 0.0625 -0.0296
-0.3882 0.5304 -1.1359
-0.2740 1.0950 0.6188
-0.4972 0.6226 -0.2121
-1.1071 -0.5620 0.2255
0.5162 0.5737 -0.0046
-0.0950 0.0320 -0.2228
-0.3317 0.1041 0.4614
-1.0757 -0.0493 0.2964
0.4092 0.3241 0.2464
0.0520 -0.0192 -0.2093
-0.0981 -0.6718 0.2924
-0.4832 -0.2428 -0.3092
1.2183 -2.5924 -1.6774
-0.2101 0.2482 0.0217
0.0277 -0.1910 0.0672
0.0833 -1.5915 0.5775
-0.3160 0.0761 0.4354
0.4138 1.4140 -0.1185
1.9768 -1.3683 1.4167
-0.6606 -1.5910 -1.0839
-0.7268 1.2315 -0.0517
0.6036 -0.0221 -0.6530
-0.2931 0.8836 -0.9290
-0.0175 -0.0730 -0.0333
0.0217 0.0686 -0.0156
-0.6648 -0.7400 0.7889
1.2832 0.0446 -0.0516
1.2769 0.0744 0.2753
-0.0888 -0.0524 -0.1006
0.0587 -0.0818 -0.0030
-0.0197 -0.0550 0.0320
-1.1897 0.3330 -0.6050
-0.8969 0.4014 0.4312
0.0496 -0.5432 -1.1339
-0.5618 -0.1536 0.9256
0.0586 0.0452 -0.0379
-0.0723 -0.7628 1.0416
0.1031 0.0088 0.0191
0.7864 -0.0334 0.9717
0.0011 -0.0369 0.1135
-0.8888 0.6312 -0.4794
0.1287 0.0132 0.1623
0.0978 0.0199 -0.1216
-0.0945 -0.0984 0.0469
-0.0738 0.0359 0.1879
0.8852 0.3883 -0.3093
0.0745 0.8610 -0.5788
0.2234 -0.9067 -0.9551
0.1577 0.0923 0.0483
0.4666 -0.7649 0.5377
1.1903 -0.5049 0.0708
-0.0386 -1.1742 -0.3759
0.0268 0.0483 0.0724
-0.1130 -0.0267 0.1336
0.4918 1.1176 0.5364
-0.5300 -0.1201 0.9611
0.3782 -0.9804 0.3245
-1.3120 0.2115 0.2769
0.7488 -0.1129 -0.9671
0.4764 0.9956 0.4375
0.0704 -0.0116 0.0142
-0.8617 0.6762 0.1715
-1.2078 0.6695 0.0727
0.0700 0.8795 -0.8013
-0.4142 -0.8720 -0.8103
-0.0851 -0.1793 -0.0300
0.4892 0.0421 0.1408
-1.2695 0.1071 0.2449
-0.4239 1.1610 -0.2561
0.1623 0.1157 0.0290
1.2626 0.0601 0.3871
1.1228 -0.3765 -0.2897
-0.0266 -0.0890 -0.0357
0.0041 -0.0277 -0.0760
-0.6534 0.6072 -0.4147
1.0402 -0.0375 -0.3578
0.0492 -0.0299 0.0474
0.9891 -0.6050 0.4691
0.5344 -0.0520 1.1280
0.1890 -0.0901 -0.0651
0.0040 -0.0235 0.0694
0.4509 -0.5431 -0.7022
0.0491 0.0446 -0.0261
0.8890 0.4598 -0.5163
-0.2884 -0.5817 0.8059
0.7304 0.4388 0.9057
0.1389 -0.0626 0.1108
0.0273 -0.3462 -1.2252
0.3265 0.3951 1.0288
-0.6993 0.8822 0.1388
0.1453 0.0608 0.0522
-0.0055 0.0021 0.0781
0.0035 0.0364 -0.0264
-0.0366 0.0426 0.0480
0.2390 -0.1175 -0.0646
0.0321 -0.0606 -0.0153
0.0357 -0.0581 0.0129
-0.5783 0.7020 -0.5608
0.2046 0.8847 -0.9530
0.1018 0.0172 -0.1219
-0.0613 0.0222 -0.0731
0.0831 -0.0588 0.1675
-0.0088 0.0385 -0.0678
0.1045 -0.0121 0.0403
0.0033 -0.0705 0.0462
0.6000 -0.8846 0.7736
-0.5596 -0.7505 -0.6259
0.1822 -0.0904 -0.0618
-0.2339 -1.3049 -0.6522
0.5068 -0.7135 0.5939
-0.7973 -0.2684 0.7305
0.2413 -0.4793 1.0879
-0.0004 0.0147 0.1141
0.6202 -0.3140 0.9774

Computed properties:
M	1264.40	g mol⁻¹
net charge	+1
Kohn-Sham gap	8.198	eV
highest occupied orbital energy	-10.5	eV